Record 1
Entry from the Open Molecules 2025 dataset: a structure of composition C23H33F3FeNO5PS (ωB97M-V/def2-TZVPD).

Calculated values
- Strongest force on any atom: 0.35 eV/A
- HOMO-LUMO gap (alpha / beta): 0.2729 / 0.3143 Eh
- Net charge: +1
- Molar mass: 579.399 g mol⁻¹
- E_LUMO (alpha / beta): -0.1429 / -0.1020 hartree
- 2S+1: 2

XYZ file:
```
68
Properties=species:S:1:pos:R:3:mulliken_charge:R:1
C -0.19 -1.16 -0.77 1.29
H -2.84 3.25 -0.89 0.48
C 0.26 2.68 2.81 -0.41
H -1.91 -5.69 -4.68 0.31
C -0.58 2.18 -2.63 -1.08
H -2.13 3.13 0.74 0.27
C -0.80 0.65 3.20 0.97
H -0.87 1.13 -2.61 0.14
H -2.42 1.66 -0.21 0.24
H -3.24 -4.58 -5.00 0.38
C -1.64 -3.73 -3.85 0.68
P -0.47 2.80 -0.95 1.32
H -0.74 5.06 -1.73 0.41
H 2.07 -1.78 -3.31 0.36
H -1.73 -3.18 0.54 0.27
C 1.15 -1.20 -3.39 -1.04
H 2.68 -2.14 1.62 0.23
H 4.12 -0.67 0.85 0.42
C 2.23 -1.77 2.54 -0.85
O 0.90 -1.35 -0.14 -0.58
C -2.24 -3.70 -2.59 -1.07
H 2.89 -1.94 3.39 0.37
H 0.38 2.29 -3.13 0.34
O 1.96 -0.35 2.45 -0.06
H -3.09 -4.34 -2.40 0.40
H -1.72 -4.42 -5.89 0.37
H 1.23 -0.36 -2.70 -0.50
C -0.68 -2.05 -1.85 0.24
C -1.33 1.11 4.40 -0.23
C 3.17 0.43 2.46 -0.90
H -2.80 -1.88 0.04 0.19
H -3.28 -3.56 -0.21 0.46
H -0.05 4.99 -0.10 0.35
H 0.01 4.21 4.28 0.46
C -0.05 -2.06 -3.10 0.57
O -0.85 -0.14 -0.39 -0.71
C -2.20 0.20 5.24 0.61
H -0.08 -2.90 -5.06 0.39
H 0.96 4.62 -1.50 0.35
C -0.04 4.53 -1.09 -1.34
H 3.36 -0.27 -1.47 0.26
H 0.87 3.24 2.12 0.76
H 4.13 1.33 -1.28 0.46
H 4.69 1.00 1.07 0.42
H 3.84 0.07 3.24 0.51
C -0.55 -2.90 -4.08 -0.98
H -1.43 2.78 5.72 0.55
C -2.44 -2.87 -0.23 -1.35
H 1.10 -0.80 -4.40 0.46
H 1.28 -2.26 2.71 0.27
Fe 0.53 0.17 1.01 0.84
C -1.03 2.40 4.79 -0.17
N -0.04 1.43 2.44 0.35
C -0.23 3.20 3.99 -1.34
F -3.32 -0.13 4.59 -0.22
F -1.56 -0.94 5.54 -0.22
F -2.55 0.79 6.39 -0.30
C -1.78 -2.87 -1.59 1.24
C -2.15 -4.65 -4.92 -1.51
O 0.54 2.07 -0.09 -0.91
C 3.81 0.36 1.10 -0.50
O 2.81 0.81 0.22 0.11
H -1.33 2.75 -3.18 0.51
H 2.87 1.45 2.68 0.17
C -2.13 2.71 -0.27 -1.14
S -0.95 -0.87 2.39 -0.57
C 3.21 0.76 -1.14 -0.77
H 2.41 1.23 -1.71 -0.02
```



Record 2
Entry from the Open Molecules 2025 dataset: an isolated molecule of C23H33N5O2 (ωB97M-V/def2-TZVPD).

Calculated values
- Strongest force on any atom: 0.75 eV/A
- HOMO-LUMO gap: 0.2881 Eh
- Structure (SMILES): CCCCN(CCCC)c1nc2ccccc2nc1[C@@H](C#N)C(=O)NCCCOC
- Molar mass: 411.550 g mol⁻¹
- E_LUMO: -0.0107 hartree
- Relative energy (zero: lowest compared OMol25 entry of this formula, charge and spin): 1.957 eV

XYZ file:
```
63
Properties=species:S:1:pos:R:3:mulliken_charge:R:1
H 6.33 -0.89 -1.62 0.39
H -3.91 1.83 1.65 0.43
H -2.43 3.20 -5.20 0.41
C 4.66 0.46 -1.41 -0.63
C 0.20 1.13 -1.94 -1.01
C -1.38 1.53 2.72 0.01
N 1.36 -1.74 -0.08 -0.26
O -0.36 1.51 3.69 -0.36
H 2.89 1.53 -0.83 0.36
O -2.89 1.59 -0.52 -0.65
C -2.83 0.44 -0.14 -0.09
H 2.47 -4.64 3.18 0.39
H 3.10 -0.02 0.00 0.15
C -1.77 2.35 -5.06 -1.44
C -2.71 0.93 3.22 -0.33
H 0.22 -4.54 4.16 0.39
C 0.43 -3.98 3.26 -0.69
C -0.51 2.45 4.72 -0.75
H 0.92 1.95 -1.80 0.56
H -1.56 -3.19 3.08 0.45
H 2.52 -1.25 -2.03 0.44
N 0.87 -0.11 -1.59 0.61
C 1.05 -2.52 0.97 0.04
N -3.81 -2.62 -1.29 -0.59
H -0.68 3.27 -3.44 0.38
N -1.23 -1.85 0.83 -0.21
H 5.24 1.10 -0.74 0.34
H -2.52 -0.06 3.62 0.20
C -3.74 0.85 2.09 -1.00
H 2.38 0.26 -2.95 0.29
H -3.12 1.55 4.01 0.43
H 4.79 -1.58 -2.13 0.31
H 3.02 -3.34 1.15 0.48
C -0.26 -2.51 1.51 0.27
C 0.43 -0.97 -0.63 0.71
H -2.33 1.44 -5.26 0.35
H -1.91 -0.26 -1.97 -0.51
H 4.74 0.89 -2.41 0.33
H 0.56 1.22 -4.07 0.59
C -2.16 -0.66 -0.98 1.77
H -0.96 2.41 -5.78 0.33
H -0.67 3.46 4.32 0.32
C -0.94 -1.15 -0.23 -0.26
C -3.08 -1.76 -1.15 -0.08
N -3.30 -0.02 1.03 -0.04
C 2.27 -0.20 -1.97 -1.20
H -3.01 -0.97 1.28 0.31
C -1.23 2.34 -3.63 -0.15
H -0.81 0.22 -3.63 0.28
C 2.03 -3.33 1.58 -0.65
H 5.14 -1.39 -0.42 0.25
H -1.34 2.20 5.39 0.28
C 1.72 -4.03 2.70 -0.50
C -0.29 1.15 -3.39 -0.61
C 3.20 0.49 -0.96 -0.14
C -0.56 -3.23 2.67 -0.44
C 5.26 -0.94 -1.40 -1.12
H -0.63 1.32 -1.26 -0.03
H -1.55 2.55 2.36 0.35
H -0.99 0.92 1.90 -0.20
H -2.06 2.29 -2.92 0.14
H 0.42 2.43 5.29 0.27
H -4.69 0.47 2.48 0.35
```



Number 1: DFT total energy -3629.9243 hartree. Number 2: DFT total energy -1320.4897 hartree.